40
Properties=species:S:1:pos:R:3:forces:R:3:nbo_charge:R:1 method="wB97M-V/def2-TZVPD" homo_energy_ev=-8.4 de_lowest_kj_mol=39.8 gap_ev=10.72 charge=-1
O -0.60373 1.32005 -2.49026 -0.2 0.3 -0.3 -0.6138
C -0.40108 0.58739 -1.56538 0.4 -0.7 0.1 0.7055
O 0.74756 0.39376 -0.95173 -0.2 0.4 0.1 -0.6399
B 0.53293 -0.46722 0.24561 0.1 0.5 -0.3 1.1564
O -0.78487 -1.07791 0.00639 0.1 -0.1 0.0 -0.6400
C -1.40157 -0.43516 -0.96750 0.2 0.0 0.3 0.7116
O -2.51269 -0.64173 -1.35768 -0.2 0.1 -0.3 -0.5966
O 0.48463 0.36179 1.47119 0.2 0.1 0.1 -0.6435
C 1.50043 0.05072 2.24967 -0.3 -0.5 -0.6 0.6869
O 1.76990 0.50247 3.32002 0.0 0.3 0.5 -0.5746
C 2.27274 -1.10371 1.56388 -0.3 0.2 0.2 0.6960
O 1.68036 -1.36217 0.41318 -0.2 -0.3 0.1 -0.6318
O 3.20056 -1.66791 2.06353 0.2 -0.2 -0.3 -0.5857
O -1.97735 -1.06181 3.17361 -0.1 -0.1 0.1 -0.9311
H -1.82853 -0.83768 4.09726 0.0 0.0 0.0 0.4674
H -1.28056 -1.68766 2.95622 0.0 0.0 -0.1 0.4654
O -4.82061 -1.84975 -0.24724 0.0 0.0 -0.1 -0.9719
H -4.48665 -2.07572 0.62532 0.0 0.1 0.0 0.4661
H -4.05210 -1.45623 -0.69513 -0.1 -0.1 0.2 0.4918
O -1.73438 2.80698 1.01383 0.0 0.0 0.0 -0.9345
H -2.03197 3.71419 0.89949 0.0 0.0 -0.1 0.4645
H -0.77835 2.84288 0.90364 0.0 -0.1 0.1 0.4718
O 1.73291 1.97801 -4.30568 0.0 0.1 -0.1 -0.9531
H 0.82821 1.98066 -3.96811 0.1 -0.1 0.1 0.4839
H 2.27062 2.11124 -3.52018 0.0 -0.1 0.0 0.4662
O 2.81380 -1.41658 5.32010 -0.1 0.0 0.0 -0.9692
H 2.86093 -2.30785 4.96018 0.0 0.0 0.0 0.4696
H 2.49267 -0.87426 4.58170 0.1 0.2 0.1 0.4959
O 2.32982 -1.71136 -3.18142 0.1 -0.1 0.0 -0.9280
H 2.44472 -2.04929 -4.07415 0.0 0.1 0.0 0.4634
H 1.38357 -1.56484 -3.09757 0.0 0.1 0.0 0.4659
O -1.91877 3.44141 -4.37701 -0.1 0.0 0.0 -0.9577
H -1.54693 2.82780 -3.73371 0.1 0.0 0.1 0.4809
H -2.86606 3.39163 -4.20801 0.0 0.0 0.0 0.4762
O -3.90407 1.37775 -3.12760 -0.1 0.1 -0.3 -0.9615
H -3.04714 1.06098 -3.43310 0.0 0.0 0.1 0.4766
H -4.20618 0.67992 -2.53741 0.1 0.1 0.1 0.4837
O 5.29324 -2.12504 4.02653 0.1 -0.1 -0.1 -0.9817
H 4.78909 -1.67095 4.71222 0.0 0.1 0.0 0.4803
H 4.75495 -1.98480 3.23529 0.1 0.0 0.1 0.4883

10
Properties=species:S:1:pos:R:3:forces:R:3:nbo_charge:R:1 method="wB97M-V/def2-TZVPD" homo_energy_ev=-10.4 de_lowest_kj_mol=280.8 gap_ev=9.54 charge=0
C 0.66706 -0.91555 0.42450 0.0 -0.9 -0.9 -0.5698
C -0.49967 -0.59000 1.37817 0.9 0.3 -0.1 0.6884
C -0.11795 1.27329 -1.56985 -0.9 -1.6 3.5 0.4230
C 0.01004 0.22023 -0.33771 -0.2 1.5 0.2 0.1928
O -0.95660 -1.04666 2.36860 -0.2 0.1 -0.1 -0.4774
O 0.20312 1.10217 -2.68836 0.0 0.7 -0.3 -0.4526
N -0.84425 0.57525 0.57606 -0.5 -0.4 -0.1 -0.4667
H -0.77314 1.97928 -0.87351 0.9 0.2 -2.4 0.1740
H 0.64318 -1.88310 -0.07902 0.1 -0.1 0.2 0.2397
H 1.66821 -0.71489 0.80113 -0.1 0.1 0.0 0.2487

10
Properties=species:S:1:pos:R:3:forces:R:3:nbo_charge:R:1 method="wB97M-V/def2-TZVPD" homo_energy_ev=-8.1 de_lowest_kj_mol=533.8 gap_ev=7.72 charge=0
C 0.92751 1.36408 0.08995 0.7 3.7 -0.4 -0.7957
C -1.17752 -1.05903 -0.00602 -5.9 1.3 -1.8 -0.0385
H 0.99902 1.80265 1.36474 -0.4 -2.4 -3.9 0.2580
H -0.16495 1.47648 -0.45699 2.7 -0.5 1.9 0.2882
H 1.61935 2.30452 -0.39903 -1.6 -3.1 0.9 0.2338
H 0.14299 -2.50935 0.29881 1.0 5.3 -0.9 0.4129
H -1.84387 -2.04793 0.12119 1.8 2.2 0.2 0.2116
N 0.09622 -1.18435 0.06020 2.9 -7.2 0.9 -0.7153
S 1.58868 -0.44336 -0.59758 -3.0 2.6 2.3 0.4060
S -2.18743 0.29629 -0.47527 1.6 -2.0 0.7 -0.2611